This record from OMol25 describes the molecule C5H8N2. The level of theory is wB97M-V/def2-TZVPD.

CARTESIAN COORDINATES (ANGSTROEM)
N (0.72, 0.09, -1.13)
N (3.05, 1.32, -0.30)
C (2.09, 0.82, -0.61)
C (-0.43, 0.89, -1.09)
C (-0.96, -1.46, -0.20)
C (0.08, 0.30, 1.36)
C (-0.24, -0.19, -0.05)
H (-1.70, -1.29, 0.56)
H (-0.29, 1.85, -0.70)
H (-0.87, 0.37, 1.89)
H (-0.16, -2.32, 0.07)
H (-1.11, 0.73, -1.96)
H (-1.34, -1.82, -1.21)
H (0.56, -0.53, 1.99)
H (0.60, 1.24, 1.38)

Kohn-Sham gap = 10.8 eV
total energy = -304.71199 Eh
strongest force on any atom = 7.70 eV Å⁻¹
energy relative to the best compared isomer or geometry (same formula, charge and spin) = 324.3 kJ/mol

This record from OMol25 describes a cluster of 2 separate species, C5H8N2 in total. The level of theory is wB97M-V/def2-TZVPD.

CARTESIAN COORDINATES (ANGSTROEM)
N (-0.13, 0.95, 1.14)
N (-2.07, -1.03, -0.99)
C (-1.14, 0.99, 0.38)
C (0.23, 2.18, 1.80)
C (0.74, -0.92, -1.36)
C (0.87, -2.38, -1.17)
C (-1.57, -0.18, -0.37)
H (0.80, -3.05, -2.04)
H (0.23, -2.75, -0.36)
H (1.26, 2.43, 1.50)
H (0.25, 2.01, 2.88)
H (0.84, -0.71, -2.44)
H (-0.43, 3.03, 1.57)
H (1.90, -2.44, -0.77)
H (-1.77, 1.88, 0.23)

Kohn-Sham gap = 8.5 eV
total energy = -304.63016 Eh
strongest force on any atom = 1.11 eV Å⁻¹
energy relative to the best compared isomer or geometry (same formula, charge and spin) = 539.1 kJ/mol

This record from OMol25 describes the molecule C5H8N2. The level of theory is wB97M-V/def2-TZVPD.

CARTESIAN COORDINATES (ANGSTROEM)
N (3.03, -1.09, -1.00)
N (0.75, -0.03, -1.03)
C (1.04, 0.31, 1.19)
C (-0.99, -1.10, 0.39)
C (1.98, -0.60, -1.00)
C (-0.89, 1.40, 0.05)
C (-0.09, 0.11, 0.19)
H (-1.46, -1.06, 1.37)
H (-1.78, -1.13, -0.37)
H (0.70, 0.76, -1.67)
H (-1.44, 1.59, 0.97)
H (1.37, -0.71, 1.47)
H (-1.61, 1.34, -0.78)
H (-0.21, 2.25, -0.10)
H (-0.41, -2.03, 0.32)

Kohn-Sham gap (spin up / spin down) = 8.4 / 8.4 eV
total energy = -304.65809 Eh
strongest force on any atom = 1.14 eV Å⁻¹
energy relative to the best compared isomer or geometry (same formula, charge and spin) = 465.8 kJ/mol

This record from OMol25 describes the molecule C5H8N2. The level of theory is wB97M-V/def2-TZVPD.

CARTESIAN COORDINATES (ANGSTROEM)
N (0.30, 0.40, 0.70)
N (2.41, -0.43, -1.93)
C (1.74, 0.36, 0.48)
C (-0.60, -0.39, -0.13)
C (-0.51, 1.07, -0.31)
C (2.14, -0.08, -0.86)
C (-1.81, -1.00, 0.52)
H (2.16, 1.37, 0.64)
H (-0.06, 1.44, -1.23)
H (-2.57, -1.20, -0.25)
H (-0.16, -0.97, -0.94)
H (-1.60, -1.95, 1.03)
H (-1.26, 1.74, 0.08)
H (-2.23, -0.30, 1.25)
H (2.23, -0.30, 1.21)

Kohn-Sham gap = 10.9 eV
total energy = -304.77536 Eh
strongest force on any atom = 1.09 eV Å⁻¹
energy relative to the best compared isomer or geometry (same formula, charge and spin) = 157.9 kJ/mol

This record from OMol25 describes the molecule C5H8N2. The level of theory is wB97M-V/def2-TZVPD.

CARTESIAN COORDINATES (ANGSTROEM)
N (2.13, -0.64, -0.23)
N (0.50, 2.45, 0.82)
C (0.93, 1.38, 0.74)
C (-1.55, 0.54, -0.15)
C (0.97, -0.09, 0.46)
C (-1.56, -0.98, -0.20)
C (-0.29, -0.22, -0.42)
H (-1.91, -1.60, -1.02)
H (2.93, -0.73, 0.38)
H (-1.71, 0.92, 0.85)
H (-0.01, -0.19, -1.47)
H (-1.89, 1.23, -0.91)
H (0.87, -0.62, 1.41)
H (-1.79, -1.41, 0.77)
H (2.40, -0.06, -1.02)

Kohn-Sham gap = 11.1 eV
total energy = -304.76827 Eh
strongest force on any atom = 1.36 eV Å⁻¹
energy relative to the best compared isomer or geometry (same formula, charge and spin) = 176.5 kJ/mol

This record from OMol25 describes the molecule C5H8N2. The level of theory is wB97M-V/def2-TZVPD.

CARTESIAN COORDINATES (ANGSTROEM)
N (-0.73, -1.31, -0.70)
N (2.53, 2.08, -0.33)
C (2.01, 1.06, -0.52)
C (1.36, -0.23, -0.71)
C (-0.08, -0.20, -1.20)
C (-0.95, 0.84, 0.73)
C (-0.90, -0.75, 0.66)
H (-0.14, 1.51, 0.38)
H (-0.99, 0.99, 1.80)
H (-1.89, -1.03, 1.02)
H (-1.63, -1.43, -1.16)
H (1.65, -0.92, 0.10)
H (1.74, -0.67, -1.64)
H (-0.13, -1.17, 1.31)
H (-1.86, 1.23, 0.25)

Kohn-Sham gap = 9.0 eV
total energy = -304.67277 Eh
strongest force on any atom = 1.68 eV Å⁻¹
energy relative to the best compared isomer or geometry (same formula, charge and spin) = 427.2 kJ/mol

This record from OMol25 describes the molecule C5H8N2. The level of theory is wB97M-V/def2-TZVPD.

CARTESIAN COORDINATES (ANGSTROEM)
N (1.05, -0.08, -0.28)
N (-0.03, -0.79, 0.23)
C (0.71, 1.21, -0.11)
C (-0.67, 1.34, -0.20)
C (2.40, -0.58, -0.09)
C (-2.44, -0.60, 0.14)
C (-1.09, 0.02, 0.09)
H (1.41, 1.78, 0.48)
H (3.14, -0.03, -0.70)
H (-3.27, 0.11, 0.22)
H (-2.56, -1.17, -0.78)
H (-2.50, -1.31, 0.97)
H (2.45, -1.64, -0.38)
H (2.64, -0.48, 0.96)
H (-1.23, 2.21, -0.56)

Kohn-Sham gap = 9.3 eV
total energy = -304.75404 Eh
strongest force on any atom = 3.03 eV Å⁻¹
energy relative to the best compared isomer or geometry (same formula, charge and spin) = 213.8 kJ/mol

This record from OMol25 describes the molecule C5H8N2. The level of theory is wB97M-V/def2-TZVPD.

CARTESIAN COORDINATES (ANGSTROEM)
N (-0.90, 0.21, 0.01)
N (2.46, -0.84, -0.72)
C (-2.34, 0.08, 0.06)
C (-0.19, 1.12, 0.70)
C (1.16, 0.79, 0.59)
C (-0.05, -0.70, -0.58)
C (1.23, -0.28, -0.34)
H (-2.65, -0.41, 0.99)
H (2.52, -0.85, -1.73)
H (1.72, 0.49, 1.46)
H (3.20, -0.23, -0.38)
H (-0.40, -1.64, -0.98)
H (-0.71, 1.96, 1.16)
H (-2.79, 1.07, 0.00)
H (-2.66, -0.53, -0.79)

Kohn-Sham gap = 8.7 eV
total energy = -304.77116 Eh
strongest force on any atom = 2.00 eV Å⁻¹
energy relative to the best compared isomer or geometry (same formula, charge and spin) = 168.9 kJ/mol

This record from OMol25 describes the molecule C5H8N2. The level of theory is wB97M-V/def2-TZVPD.

CARTESIAN COORDINATES (ANGSTROEM)
N (0.59, -0.37, -0.74)
N (0.31, -1.51, -1.48)
C (-0.70, 1.29, 1.21)
C (0.74, 0.71, -1.29)
C (0.74, -0.52, 0.76)
C (-0.52, -0.12, 1.45)
C (0.19, 2.23, 0.81)
H (-1.18, -0.80, 1.92)
H (-0.17, -2.23, -0.92)
H (-1.57, 1.74, 1.53)
H (-0.15, 3.04, 0.33)
H (0.28, 1.03, -2.37)
H (1.16, -1.52, 0.83)
H (1.52, 0.36, 1.08)
H (-0.28, -1.31, -2.39)

Kohn-Sham gap (spin up / spin down) = 7.2 / 7.2 eV
total energy = -304.50666 Eh
strongest force on any atom = 6.05 eV Å⁻¹
energy relative to the best compared isomer or geometry (same formula, charge and spin) = 863.4 kJ/mol